[1]
The following is a quantum chemistry calculation of a 7-piece molecular cluster, C46H70Br2FNO24Si overall, from the OMol25 dataset.

Structure (XYZ):
```
145
Properties=species:S:1:pos:R:3:forces:R:3:mulliken_charge:R:1
C 5.062 -6.860 10.933 -0.05 0.79 0.23 -0.5914
C 5.428 -4.009 5.703 -0.21 -0.48 -0.69 -0.4809
C -2.132 -5.047 4.898 -0.23 -0.58 1.04 0.5024
H 6.557 -6.319 6.776 -0.08 0.06 0.07 0.3751
C -8.354 2.084 -3.222 -0.37 1.06 -0.75 0.6457
O -1.200 -3.991 4.689 0.17 -0.03 -0.81 -0.3177
C 1.867 -1.412 1.050 1.10 0.50 1.11 -0.6508
H 5.477 2.986 -4.146 -0.07 -0.05 -0.15 0.0280
C -1.735 5.496 -1.894 -0.19 -2.36 2.29 -0.2411
H -8.138 4.198 -2.838 -0.10 -0.14 0.00 0.3869
O 4.668 -1.232 7.481 0.25 -1.13 -0.39 -0.5558
O 6.677 -9.143 9.028 -0.57 0.71 0.88 -0.5376
H 0.621 -0.070 -2.602 -0.55 -0.74 1.42 0.3125
H -0.393 0.488 0.304 -0.93 -0.11 -1.70 0.0990
H 4.070 -6.800 10.475 -0.02 -0.12 0.15 0.3012
C -9.451 1.787 -2.246 -0.74 -0.08 -0.14 -0.5463
H 3.668 -7.450 13.271 0.10 -0.04 -0.06 0.3744
H 3.833 5.225 0.339 0.85 -1.90 0.21 0.3001
H -4.452 1.515 -0.500 1.11 0.46 -1.08 0.3241
H 5.294 -5.905 11.408 0.09 -0.08 -0.22 0.3728
C 3.805 -1.174 2.930 0.17 -0.33 0.13 -0.9447
O -4.139 6.165 -5.480 -0.32 -0.94 0.21 -0.3269
H 3.931 4.128 -7.609 -0.04 0.23 0.03 0.3331
F 2.041 1.336 0.031 0.38 -2.89 -0.98 -0.3971
O 3.770 1.717 -2.320 2.59 0.19 1.61 -0.2322
Br 0.569 -2.910 0.868 2.40 2.62 -6.80 -0.1854
C 3.947 6.458 -5.509 -0.26 1.26 0.55 0.6158
H -2.860 8.384 -6.456 0.07 -0.10 -0.11 0.3639
H 4.933 -0.945 2.879 -1.76 -0.35 -0.11 0.2773
H 3.303 -1.740 -2.203 0.32 1.56 1.04 0.3792
H -0.573 1.492 -1.242 -0.25 -1.69 0.81 0.1846
H -0.534 4.551 1.508 -0.99 -0.14 -1.63 0.3350
O -8.447 -1.016 -7.522 1.06 0.14 0.60 -0.5670
H 4.153 4.353 -1.878 1.21 -1.09 1.14 0.1222
H -5.446 -2.474 -4.259 0.03 0.20 -0.07 0.3652
C -3.475 5.107 -7.380 0.45 -0.28 -0.58 -0.5489
C 6.550 -5.450 7.439 0.14 0.17 0.55 -1.2681
C -3.831 1.852 -1.405 0.15 1.31 -0.81 -0.0297
H 4.523 -1.003 -1.014 -1.60 0.46 -0.79 0.3949
C -4.737 -2.247 -5.061 -0.12 -0.47 -0.08 -1.4561
C 3.568 -0.767 -1.618 1.24 -0.19 -0.88 -0.5589
H 3.238 -0.186 3.081 0.83 -1.47 -0.41 0.3126
H -6.215 -0.067 -4.606 0.12 -0.15 0.01 -0.0677
H -0.943 -6.652 4.022 -0.05 0.08 0.16 0.2998
H 5.016 3.996 1.205 -1.09 0.33 -1.46 0.2797
O -6.879 0.281 -6.515 -0.42 -0.51 -0.27 -0.3131
H -4.137 7.838 -7.527 0.09 -0.19 -0.03 0.3596
C -2.697 4.257 -2.186 2.28 0.49 3.56 -0.3226
H -2.248 -4.921 7.044 -0.06 -0.12 -0.09 0.3572
O -6.792 0.195 -0.886 -0.68 0.49 -0.63 -0.5482
O -2.170 2.272 1.318 -0.46 1.91 -1.18 -0.4611
H -2.780 0.116 0.018 1.04 -0.35 -1.59 0.1097
H 6.437 -3.807 5.332 0.03 -0.11 0.16 0.2816
H 6.518 3.857 -5.256 -0.14 0.02 -0.15 0.3757
O 6.010 -7.164 9.918 0.01 -0.85 0.20 -0.2417
C 4.780 2.178 -1.413 1.86 -0.20 2.17 0.4598
Si 2.041 -0.331 -0.552 -1.49 1.15 0.35 0.5724
N -2.988 0.782 -2.022 -0.12 -0.83 0.71 -0.2252
C -4.525 4.859 -5.429 -0.74 -0.32 0.74 0.7321
O -8.918 0.687 -1.519 0.78 -0.08 0.14 -0.3616
C 4.441 4.793 -6.908 -0.16 -0.36 -0.64 -0.4681
C -1.114 4.500 0.523 -1.81 -0.17 -3.14 -0.3703
H 5.083 0.199 -3.033 -1.81 0.18 0.70 0.3673
H -2.155 6.084 -5.979 -0.07 -0.10 -0.05 0.2544
C 4.237 4.136 0.371 -0.44 -0.36 -0.33 -0.8899
H -4.249 5.357 -8.112 0.05 0.16 0.07 0.3253
O 3.683 7.560 -5.115 0.24 -1.16 -0.43 -0.5536
H 3.140 -8.603 12.022 0.12 0.16 -0.04 0.3618
H 3.652 -1.833 3.872 0.16 1.31 -1.73 0.2449
H 0.064 -1.602 -1.695 0.51 1.61 0.39 0.4397
H 3.453 3.788 -5.272 0.01 0.06 -0.08 0.1963
C -5.378 -1.386 -6.128 0.82 -0.49 0.74 0.5858
C -3.120 6.247 -6.472 0.43 0.99 -0.66 0.5647
H -10.385 1.511 -2.740 0.13 -0.14 0.17 0.3386
H -9.646 2.604 -1.545 0.11 0.08 -0.13 0.3088
O -0.295 -3.120 2.788 -3.74 -2.03 6.21 -0.4742
C 5.557 3.341 -5.178 0.15 0.07 0.50 -1.1418
O 5.480 -3.318 7.868 -0.42 0.68 -0.36 -0.3436
H 3.364 0.179 -3.701 0.76 0.48 1.84 0.3393
C 3.283 -1.988 1.608 -0.32 0.49 1.04 0.3019
H 1.447 -0.715 1.882 0.50 -1.39 -1.37 0.3348
C 3.971 0.333 -2.724 0.44 -1.26 -0.95 -0.6771
H -2.639 -6.603 3.480 0.14 0.15 -0.16 0.3076
H -3.543 0.099 -2.561 0.02 0.91 0.50 0.1539
O -6.606 -1.952 -6.577 -0.55 0.62 -0.32 -0.3586
O 3.749 6.028 -6.789 0.03 0.31 0.54 -0.3264
H -2.604 4.706 -7.903 -0.16 -0.13 0.15 0.3221
H -8.391 1.413 -4.088 -0.08 -0.03 0.08 0.1263
O 4.734 -2.774 5.815 0.06 0.37 0.71 -0.1562
O 4.490 5.471 -4.738 -0.37 0.64 -0.43 -0.3274
H -7.516 3.676 -4.393 -0.15 0.00 0.07 0.1587
H 4.103 -2.099 0.817 -1.42 0.08 1.19 0.4001
O 5.522 -9.087 10.982 0.43 0.32 -0.70 -0.3409
C 5.400 -4.522 7.112 0.80 -1.01 0.04 0.5133
C -2.234 -0.021 -1.004 0.12 -0.20 1.49 -0.7252
C 4.934 -2.337 7.092 -0.27 1.23 0.41 0.5232
H -2.435 7.616 -8.000 -0.02 -0.07 0.11 0.3907
C -0.697 0.428 -0.811 0.24 0.14 -0.25 -0.3416
C -2.067 3.279 0.278 0.32 2.54 -2.04 0.3453
C -1.786 -5.994 3.788 -0.41 -0.62 -0.23 -0.5029
H -2.288 -1.149 -1.242 0.15 1.76 0.18 0.4700
C -7.560 0.823 -1.562 0.65 -0.57 0.70 0.5389
Br 2.896 -3.864 2.281 1.92 0.19 0.31 -0.2176
C 6.124 -8.525 9.895 0.63 -0.92 -0.95 0.5515
O -4.005 4.151 -6.472 -0.38 0.19 0.65 -0.2855
C 4.409 4.272 -5.502 0.64 -1.04 0.14 0.5602
H 6.075 -7.882 12.543 -0.01 0.08 -0.11 0.2450
H -2.702 2.625 2.073 0.65 -0.18 -1.06 0.3034
H -5.023 0.703 -5.682 -0.24 0.05 -0.06 0.3196
H -9.271 3.807 -4.154 0.03 -0.14 0.05 0.4170
C 4.813 3.782 -1.115 -0.80 -0.02 -0.15 -0.1875
C -3.135 7.594 -7.161 -0.16 0.35 0.33 -1.5379
C 0.388 -0.512 -1.557 0.28 0.98 -0.65 -0.6482
H -3.860 -1.757 -4.632 -0.06 0.01 -0.10 0.3186
H -4.428 -3.207 -5.484 0.07 0.14 0.03 0.3903
C -8.329 3.523 -3.678 0.47 0.22 -0.20 -1.3999
H -3.141 -4.636 4.778 0.06 -0.06 -0.10 0.2587
C -1.973 -5.650 6.277 0.14 0.34 0.32 -1.4705
C -0.907 -3.991 3.356 0.62 1.20 -0.04 0.6477
H -1.600 6.306 -2.694 -0.33 -1.40 1.32 0.2939
H 5.904 4.168 -1.181 -1.85 -0.96 -0.10 0.3390
H -4.711 -1.294 -6.992 -0.07 0.11 0.04 0.2649
C 5.218 -8.018 11.873 -0.82 0.02 0.88 0.5096
H 4.918 -4.679 5.007 -0.04 0.27 -0.01 0.3579
H -2.604 -6.535 6.396 0.01 0.10 -0.07 0.3808
O -5.236 4.392 -4.579 0.75 0.41 -0.89 -0.5323
H 5.451 4.994 -7.277 0.03 -0.11 0.15 0.3103
H -0.933 -5.928 6.469 -0.10 -0.05 -0.18 0.3470
H 4.445 -5.007 7.345 -0.02 0.07 -0.12 0.2346
C -5.819 -0.043 -5.626 0.54 0.65 0.22 -0.0887
H -4.587 2.214 -2.213 1.34 -0.56 1.43 -0.1727
O 5.619 1.464 -0.786 -3.60 1.98 -3.08 -0.6100
H 4.143 -9.159 13.349 0.01 0.16 0.00 0.3544
C -0.936 5.642 -0.556 -2.61 -3.97 -0.28 -0.6086
H 6.473 -5.800 8.472 0.04 0.07 -0.51 0.2274
H 3.359 3.431 0.615 1.28 1.17 -0.44 0.1459
H -0.210 6.490 -0.294 -1.38 -1.37 -0.75 0.3199
C 3.969 -8.315 12.676 -0.03 -0.48 0.08 -1.4537
C -2.867 3.117 -1.082 1.60 2.76 0.34 0.3926
H -3.253 4.219 -3.209 1.06 -0.10 2.32 -0.0524
O -1.392 -5.110 2.747 0.36 0.70 0.10 -0.2580
C -7.408 -0.906 -6.930 -1.14 -0.21 -0.65 0.5722
H 5.565 2.475 -5.845 -0.08 0.08 0.03 0.3759
O -7.189 1.768 -2.469 -0.05 -0.72 0.58 -0.0552
H 7.510 -4.932 7.355 -0.15 0.05 -0.21 0.3690
```
Positions in Å, forces in eV/Å.

Summary:
- multiplicity = 1
- E_tot (hartree) = -9192.519387
- maximum force (hartree/bohr) = 0.149
- E_LUMO (eV) = 0.239


[2]
The following is a quantum chemistry calculation of C25H27N5O2PbS2SeSi as an isolated structure, from the OMol25 dataset.

Structure (XYZ):
```
64
Properties=species:S:1:pos:R:3:forces:R:3:mulliken_charge:R:1
Se 4.197 -1.164 -2.489 0.03 -0.09 -0.11 0.2612
C -6.173 -0.457 -1.231 0.03 0.11 -0.15 -0.3261
C -4.582 -1.454 0.270 0.00 0.23 -0.31 0.5731
H -1.396 4.050 0.757 0.00 0.00 -0.03 0.3674
H -0.213 5.232 1.321 -0.02 0.03 -0.02 0.3551
C 2.924 2.813 4.722 -0.06 -0.07 -0.10 -0.0801
H -0.954 -2.863 -4.786 0.00 0.00 0.00 0.4469
H 3.110 3.839 -1.133 -0.02 0.00 -0.02 0.3534
Si 0.818 3.578 -0.236 -0.07 -0.12 -0.42 -0.0394
C 2.603 1.510 4.287 0.03 0.04 0.06 -0.9272
H -0.841 5.329 -0.321 0.01 -0.02 -0.01 0.3800
S 1.608 -2.931 2.443 0.02 0.15 0.05 -0.1595
C 0.198 2.597 -1.679 -0.01 -0.19 -0.05 -0.9212
C 2.371 -2.980 -5.442 0.13 0.09 0.14 -0.6824
C 1.388 -4.553 3.227 -0.03 -0.03 0.03 -0.5886
C 2.839 -2.280 -4.273 -0.04 -0.11 -0.17 0.5989
S -1.186 -3.826 2.809 -0.12 0.03 -0.03 -0.0071
H 1.420 -5.318 2.453 -0.01 -0.01 0.01 0.3508
H -0.708 2.028 -1.455 0.01 0.01 -0.01 0.0272
H -5.364 0.802 -2.782 0.01 0.01 0.00 0.4369
H -6.684 -1.765 0.400 -0.02 0.01 -0.02 0.4543
H 1.785 0.347 2.719 -0.02 0.03 -0.08 0.0830
C -0.085 -2.736 2.043 0.12 -0.15 -0.06 0.0980
C -0.523 4.636 0.461 -0.10 0.01 0.33 -0.9486
C 1.045 -3.170 -5.590 -0.20 0.05 0.12 -0.5720
H 3.365 2.940 5.705 0.01 0.00 0.00 0.4333
C 2.135 3.816 2.703 0.04 -0.05 0.01 0.3559
C 0.049 -4.523 3.941 0.07 0.02 -0.03 -0.6056
Pb 0.843 -0.266 -0.164 0.16 -0.71 0.09 1.1359
N 4.107 -2.036 -4.025 -0.03 0.14 0.23 -0.7329
N 2.417 -1.177 -2.248 -0.20 -0.06 -0.06 -0.4596
H 1.943 4.685 2.089 -0.02 -0.04 -0.03 0.3896
N -0.438 -1.845 1.183 -0.14 0.23 -0.19 -0.2393
C -5.139 0.180 -1.927 -0.13 0.01 -0.02 -0.9614
H 2.798 0.664 4.930 0.00 0.02 0.02 0.4687
C 2.343 4.501 -0.727 0.27 0.02 0.19 -0.9372
H 0.088 -3.909 4.838 0.00 -0.03 0.02 0.3325
H 0.668 -3.692 -6.458 -0.01 0.00 0.01 0.4007
C -2.122 -0.947 -0.018 -0.46 -0.08 -0.05 0.8339
H -3.445 -2.315 1.498 0.06 -0.07 0.07 0.5609
N 1.267 2.290 1.027 -0.16 0.53 0.18 0.1674
C 0.484 -2.025 -3.498 0.26 0.08 0.10 -0.4921
H -0.281 -5.527 4.206 0.01 0.00 0.00 0.3892
H -3.035 0.500 -2.039 -0.01 -0.02 -0.02 0.3468
H -0.250 -1.663 -2.788 0.03 0.01 0.03 0.4504
H 2.066 5.203 -1.518 -0.02 -0.02 0.00 0.3625
H -7.197 -0.315 -1.551 -0.01 -0.02 0.01 0.4001
H 2.798 5.082 0.076 0.01 0.04 -0.04 0.3664
H 2.214 -4.701 3.920 0.00 0.00 0.00 0.4137
H 3.092 -3.331 -6.165 0.02 0.01 0.01 0.4512
C 1.784 2.486 2.181 0.07 0.15 0.15 0.5902
N -1.811 -1.782 0.932 0.47 0.05 0.07 -0.4896
C -3.527 -0.806 -0.415 -0.14 -0.06 0.12 0.3209
C -3.843 0.008 -1.515 0.06 0.02 0.02 -0.5953
H 0.954 1.922 -2.099 0.00 0.04 -0.01 0.2920
H -0.053 3.287 -2.489 -0.01 0.03 0.03 0.5092
C 0.099 -2.686 -4.610 0.07 -0.12 -0.23 -0.7869
O -4.402 -2.254 1.324 0.09 -0.11 0.17 -0.6387
C -5.903 -1.260 -0.151 0.23 -0.06 0.11 -0.7377
C 2.689 3.959 3.934 0.00 0.04 0.01 -1.0961
O -1.242 -0.207 -0.661 0.12 0.11 -0.13 -0.4255
C 2.049 1.341 3.060 -0.03 -0.04 0.04 0.0936
C 1.890 -1.801 -3.288 -0.36 -0.07 -0.07 1.1453
H 2.950 4.936 4.314 0.00 -0.01 0.03 0.4537
```
Positions in Å, forces in eV/Å.

Summary:
- multiplicity = 1
- charge = +2
- E_tot (hartree) = -5072.712222
- maximum force (hartree/bohr) = 0.014
- E_LUMO (eV) = -9.583


[3]
The following is a quantum chemistry calculation of an isolated ion of composition C7H14N3 and charge +1, from the OMol25 dataset.

Structure (XYZ):
```
24
Properties=species:S:1:pos:R:3:forces:R:3:mulliken_charge:R:1
H 1.418 0.260 -1.959 0.06 -1.62 -0.31 0.2734
H 0.573 -0.192 2.125 0.88 0.21 -0.07 0.3466
C 0.874 0.286 0.014 -0.21 -0.58 1.07 1.1088
H 2.413 1.687 0.115 2.06 -0.01 0.06 0.5166
N -1.408 1.452 -0.161 1.13 -1.17 0.35 -0.3087
H 0.620 -1.357 -1.382 0.21 0.72 -0.40 0.3730
H -3.385 1.873 -0.304 -0.60 -0.40 0.21 0.4179
H -0.942 2.300 -0.374 0.10 1.03 -0.06 0.1593
C 1.342 -0.405 1.352 -2.89 1.20 -1.04 -1.4727
H -1.755 -2.600 1.053 -0.09 0.68 -0.96 0.3425
N -0.657 0.325 -0.043 0.47 0.19 0.26 0.5499
C -2.672 1.082 -0.132 -0.55 0.42 -1.01 -0.0715
C -1.537 -0.655 0.067 -0.73 -1.82 -0.43 0.6454
C -1.228 -2.112 0.193 0.46 -0.75 -0.04 -0.7095
H 2.250 0.142 1.478 1.00 -0.82 0.97 0.4147
C 1.407 1.725 -0.136 -1.93 -1.30 1.36 -2.2206
H -0.168 -2.150 0.531 -0.82 -0.73 -1.05 0.0441
H -1.513 -2.667 -0.806 0.89 1.04 2.06 0.2608
H 0.984 2.429 0.582 -0.25 0.10 -0.20 0.5230
C 1.330 -0.535 -1.181 0.90 -0.41 -0.42 -1.0299
N -2.800 -0.236 -0.060 -0.10 1.26 0.67 -0.5389
H 1.278 1.947 -1.154 -0.08 1.17 -1.20 0.5880
H 2.307 -1.119 -1.020 -1.14 1.44 -0.10 0.3121
H 1.268 -1.480 1.202 1.25 0.15 0.28 0.4756
```
Positions in Å, forces in eV/Å.

Summary:
- multiplicity = 1
- charge = +1
- E_tot (hartree) = -439.110295
- maximum force (hartree/bohr) = 0.064
- SMILES = Cc1nc[nH][n+]1C(C)(C)C
- E_LUMO (eV) = -3.236


[4]
The following is a quantum chemistry calculation of a single C6H12O molecule, from the OMol25 dataset.

Structure (XYZ):
```
19
Properties=species:S:1:pos:R:3:forces:R:3:mulliken_charge:R:1
C -0.737 0.268 -0.011 0.08 -0.18 -0.15 0.6871
H 3.221 -0.173 -1.043 -0.05 -0.01 0.04 0.3610
C -1.750 1.106 0.789 0.12 -0.11 0.06 -1.6913
H -1.285 1.960 1.295 0.00 -0.18 -0.09 0.3882
H -0.743 -1.644 -1.018 -0.24 0.15 -0.12 0.3962
C 1.745 -0.465 0.492 0.31 0.28 0.20 0.2032
C 0.318 -0.452 0.843 -0.16 0.10 0.10 -0.2596
H 2.444 1.323 -0.512 -0.06 -0.14 0.04 0.2901
C 2.273 0.260 -0.718 0.02 -0.04 -0.09 -1.4053
H 0.025 -0.620 1.881 0.16 0.05 -0.10 0.4450
H -2.257 0.501 1.551 0.07 0.04 -0.13 0.3883
H 2.467 -0.627 1.287 0.05 0.20 0.10 0.4642
O 0.958 -1.612 0.257 -0.37 0.12 0.08 -0.4888
H -0.220 0.973 -0.676 -0.06 -0.26 0.03 0.1724
H 1.563 0.168 -1.541 0.09 0.06 0.03 0.3868
H -2.311 -1.210 -0.325 0.07 0.04 0.02 0.3588
H -2.522 1.504 0.111 0.26 -0.15 0.19 0.3809
C -1.432 -0.814 -0.845 -0.20 -0.10 -0.24 -1.4102
H -1.759 -0.447 -1.817 -0.11 0.12 0.02 0.3328
```
Positions in Å, forces in eV/Å.

Summary:
- multiplicity = 1
- E_tot (hartree) = -311.009425
- maximum force (hartree/bohr) = 0.009
- SMILES = CC(C)[C@H]1O[C@H]1C
- E_LUMO (eV) = 1.118